# 1
C10H8N2OS | the ωB97M-V functional and the def2-TZVPD basis

```
22
Properties=species:S:1:pos:R:3:forces:R:3:nbo_charge:R:1
C 2.82578 -1.25076 0.75559 0.12 0.11 -0.03 -0.281
C 1.49635 -1.56899 0.41356 -0.23 0.33 -0.01 -0.247
C 2.94300 0.11102 0.73026 0.41 -0.17 0.13 -0.050
C 0.82912 -0.38152 0.19488 0.38 -0.62 0.17 0.104
C 0.14446 2.31386 -0.08608 0.46 0.25 0.07 -0.280
C -1.33111 -1.06013 -0.68496 0.55 0.42 0.33 -0.137
C 1.39821 1.95309 0.20296 -0.48 0.92 -0.20 0.048
C -0.52735 -0.09063 -0.20433 -0.79 -0.72 -0.43 -0.072
C -0.95154 1.33372 -0.13282 0.30 -0.25 0.01 0.106
C -2.71351 -0.88000 -1.18310 -0.63 0.42 0.52 -0.649
N -2.11705 1.78967 -0.07657 -2.27 -1.47 0.24 -0.390
N 1.73175 0.63804 0.39488 -0.17 -0.65 -0.01 -0.339
O -3.58456 -0.96354 1.35437 0.01 -0.24 0.39 -0.856
S -3.81816 -0.18877 0.14571 2.12 1.69 -1.14 1.228
H 3.60217 -1.95327 0.98517 0.18 -0.05 0.08 0.226
H 1.08171 -2.55506 0.36120 -0.15 -0.18 -0.03 0.221
H 3.78440 0.74221 0.93774 0.12 0.15 0.00 0.215
H -0.12807 3.34820 -0.21128 0.07 0.10 0.01 0.238
H -0.95441 -2.07138 -0.70526 0.12 -0.07 -0.03 0.214
H 2.20230 2.66928 0.30398 0.01 -0.03 0.01 0.217
H -2.78157 -0.11423 -1.95814 -0.04 0.03 -0.11 0.250
H -3.13195 -1.82081 -1.53777 -0.09 0.03 0.02 0.234
```
Positions in Å, forces in eV/Å.

## Properties
HOMO level: -8.01 eV
lowest unoccupied orbital energy: -0.0459 Eh
orbital gap: 6.763 eV
DFT total energy: -968.66597 hartree



# 2
C14H11Cl24OS | the ωB97M-V functional and the def2-TZVPD basis

```
51
Properties=species:S:1:pos:R:3:forces:R:3:nbo_charge:R:1
C -2.23250 -2.29415 -1.15433 0.23 0.13 0.03 -0.637
C -1.37126 -1.77885 -0.02836 -0.12 -0.18 -0.32 0.022
C -1.71286 -0.62540 0.66593 0.13 -0.03 0.09 -0.186
C -0.92935 -0.18156 1.72230 -0.09 0.11 0.25 -0.196
C 0.19837 -0.88202 2.10786 0.03 0.00 -0.03 -0.235
C 0.55446 -2.02411 1.40234 0.22 -0.14 -0.03 0.030
C 1.79860 -2.79402 1.78827 -1.02 0.23 0.09 -0.604
S 3.30292 -1.88607 1.32926 0.82 -0.70 -0.50 1.001
O 2.74583 -0.52595 0.72193 0.00 0.18 0.25 -0.797
C -0.21711 -2.46929 0.33996 -0.04 0.13 0.01 -0.237
H -2.78818 -1.48055 -1.62035 -0.11 -0.08 0.10 0.229
H -2.93134 -3.04045 -0.76842 -0.02 0.05 -0.15 0.235
H -1.61859 -2.75015 -1.93409 -0.08 -0.09 0.10 0.223
H -2.59524 -0.05926 0.38807 0.04 -0.07 -0.04 0.230
H -1.20429 0.73046 2.23960 0.01 -0.34 0.11 0.235
H 0.81707 -0.53483 2.93042 -0.10 0.02 -0.01 0.211
H 1.86003 -3.73216 1.23623 0.18 0.08 0.14 0.279
H 1.77535 -2.97229 2.86326 0.48 0.00 -0.02 0.274
H 3.84073 -1.54396 2.52783 -0.41 0.32 0.12 0.134
H 3.45445 -0.09211 0.21280 -0.05 -0.02 -0.04 0.535
H 0.07577 -3.36223 -0.20539 -0.05 0.09 0.00 0.213
C 2.98929 -6.82962 -0.10164 0.00 -0.03 -0.04 -0.225
Cl 3.89004 -6.52617 -1.58095 0.00 0.01 0.00 0.081
Cl 1.49948 -5.85948 -0.11094 -0.07 -0.06 -0.06 0.029
Cl 2.56882 -8.53193 0.01191 0.45 0.06 0.15 0.098
Cl 3.96557 -6.35886 1.29918 0.02 0.02 0.03 0.044
C -1.31887 4.54970 1.22039 -0.01 0.06 -0.03 -0.226
Cl -0.86074 5.06028 2.84571 0.01 -0.01 0.01 0.062
Cl -0.35632 5.41412 0.02669 0.02 -0.03 0.02 0.071
Cl -1.02522 2.80185 1.05953 0.03 0.35 -0.13 0.021
Cl -3.02955 4.87444 0.95355 -0.01 -0.01 0.00 0.070
C -1.96729 -8.95774 -1.22919 0.00 -0.02 0.00 -0.227
Cl -2.59632 -7.30266 -1.30655 -0.01 0.01 0.00 0.038
Cl -0.26058 -8.89706 -0.75572 -0.43 -0.05 -0.13 0.036
Cl -2.87946 -9.87808 -0.03629 0.00 0.01 0.01 0.069
Cl -2.11436 -9.71654 -2.81131 0.00 0.01 0.00 0.071
C 0.01307 7.62543 -3.57702 0.00 0.00 -0.02 -0.228
Cl -1.52067 6.93430 -3.04827 0.18 -0.17 -0.02 0.064
Cl 0.00696 9.36353 -3.27348 0.00 0.01 0.01 0.065
Cl 1.34399 6.87872 -2.67306 0.01 0.00 0.00 0.039
Cl 0.23562 7.32474 -5.29944 0.01 -0.01 0.00 0.067
C 5.26132 1.40246 3.11639 -0.05 0.06 0.04 -0.236
Cl 3.58159 1.82282 2.75145 -0.01 0.03 0.03 0.056
Cl 6.03594 2.71314 3.97387 0.02 -0.03 -0.03 0.114
Cl 5.28276 -0.06452 4.12207 0.00 -0.05 0.05 0.042
Cl 6.11835 1.06362 1.60341 -0.03 -0.04 -0.06 0.047
C -5.53774 9.08316 -2.79104 -0.01 0.04 0.00 -0.228
Cl -6.36057 8.89346 -4.33973 0.00 0.00 -0.01 0.063
Cl -5.88042 7.67919 -1.76781 0.00 -0.01 0.01 0.043
Cl -3.79557 9.19107 -3.05708 -0.19 0.15 0.01 0.055
Cl -6.11197 10.54559 -1.98976 0.00 0.00 0.00 0.064
```
Positions in Å, forces in eV/Å.

## Properties
net charge: +1
HOMO level: -12.22 eV
lowest unoccupied orbital energy: -0.1387 Eh
orbital gap: 8.450 eV
DFT total energy: -12057.72811 hartree



Question: The lowest HOMO level belongs to which entry?
Answer: C14H11Cl24OS



Question: Look up the lowest unoccupied orbital energy of the second one.
Answer: -0.1387 Eh



Question: Among the records above, which one has the lowest orbital gap?
Answer: C10H8N2OS